Density functional theory data (ωB97M-V/def2-TZVPD) for a 12-piece molecular cluster, C98H202N10O16 overall.

Element x y z (Å)
C -1.0112 1.1319 -0.2882
C -0.0174 0.4651 0.7435
C -0.4886 -0.8880 1.3176
O 0.6762 -1.6566 1.4086
C 1.7090 -1.0833 0.7577
O 2.7883 -1.5972 0.5157
O 1.2357 0.0461 0.2004
H -0.6503 2.0938 -0.6524
H -1.9730 1.3906 0.1547
H -1.1479 0.5486 -1.1988
H 0.1583 1.1271 1.5915
H -1.3536 -1.2515 0.7629
H -0.8488 -0.6599 2.3207
C 6.3877 -0.1379 -0.0060
C 5.7466 -0.6975 1.2240
C 5.8387 -2.1957 1.2538
O 6.6895 -2.6351 2.3083
C 7.1154 -1.5367 3.0870
O 7.9329 -1.4997 4.0465
O 6.5339 -0.4308 2.4430
H 7.4759 -0.1703 0.0474
H 6.0784 0.8950 -0.1655
H 6.0095 -0.6125 -0.9115
H 4.7599 -0.2801 1.4249
H 6.1819 -2.6982 0.3495
H 4.9086 -2.7243 1.4626
C 7.5689 -9.7408 1.1770
C 7.1547 -9.3285 -0.2583
C 5.7781 -9.8665 -0.6354
C 4.6359 -9.3037 0.1869
C 4.7655 -7.6808 0.1151
C 6.0946 -7.0191 0.4405
N 7.1021 -7.8373 -0.3022
O 8.4647 -7.1996 -0.3927
C 6.0203 -5.6898 -0.2762
C 6.2125 -6.9005 1.9551
C 8.1679 -9.9459 -1.2758
H 6.6878 -9.8394 1.8111
H 8.2583 -9.0251 1.6248
H 8.0328 -10.6989 1.4110
H 5.5282 -9.5324 -1.6424
H 5.7258 -10.9545 -0.6772
H 4.7554 -9.6075 1.2268
H 3.6047 -9.6391 0.0759
H 4.0313 -7.3411 0.8455
H 4.3764 -7.4486 -0.8763
H 6.9168 -5.0844 -0.1420
H 5.7293 -5.7175 -1.3263
H 5.2962 -5.0818 0.2661
H 7.2524 -6.5870 2.0462
H 5.4824 -6.2653 2.4567
H 6.2304 -7.8646 2.4633
H 8.0222 -9.4839 -2.2521
H 7.9653 -10.9953 -1.4897
H 9.1608 -9.7171 -0.8885
H 8.8885 -7.4340 0.4362
C 3.4927 4.4348 -6.0533
C 4.1171 3.0186 -5.5622
C 5.6006 3.2342 -5.3475
C 5.9099 3.7145 -3.9449
C 5.3525 2.7183 -2.9958
C 3.8150 2.7017 -2.9726
N 3.3208 2.5026 -4.3954
O 1.8637 2.5329 -4.5384
C 3.4534 1.3672 -2.2285
C 3.3867 4.0623 -2.2917
C 3.8425 1.9656 -6.6517
H 2.4158 4.2710 -6.0921
H 3.8981 4.7806 -7.0042
H 3.4858 5.2189 -5.2961
H 6.1300 2.3249 -5.6322
H 6.0241 3.9763 -6.0243
H 5.5451 4.7086 -3.6862
H 6.9846 3.7476 -3.7658
H 5.8750 2.9798 -2.0756
H 5.7822 1.7402 -3.2119
H 2.5444 0.9038 -2.6120
H 4.2254 0.6007 -2.1619
H 3.4105 1.6227 -1.1697
H 3.6850 4.8779 -2.9504
H 2.3125 3.8784 -2.2697
H 3.8927 4.1094 -1.3275
H 3.5077 0.9629 -6.3859
H 4.7210 1.8352 -7.2836
H 3.0008 2.3613 -7.2200
H 1.5446 1.6275 -4.5387
C 0.4282 -5.2533 0.5388
C 0.3146 -6.4054 -0.5101
C 0.9192 -7.6666 0.1170
C 0.5435 -9.0264 -0.3955
C -1.0006 -9.1327 -0.3522
C -1.7011 -7.9093 -1.1501
N -1.1309 -6.6138 -0.6884
O -1.6710 -5.4779 -1.2615
C -1.6837 -8.1504 -2.6466
C -3.1890 -7.8721 -0.7904
C 1.0927 -6.1396 -1.8153
H 1.4698 -5.0993 0.8208
H -0.3094 -5.5096 1.2992
H 0.2895 -4.2795 0.0692
H 2.0028 -7.5535 0.0865
H 0.9761 -7.6430 1.2053
H 1.0906 -9.8397 0.0813
H 0.8678 -9.1269 -1.4313
H -1.5430 -9.2138 0.5898
H -1.2560 -10.0134 -0.9414
H -0.8812 -8.7268 -3.1069
H -2.6209 -8.5631 -3.0199
H -1.6169 -7.1760 -3.1305
H -3.8020 -7.4070 -1.5624
H -3.4363 -8.9336 -0.7760
H -3.4292 -7.5544 0.2242
H 2.0241 -5.6829 -1.4806
H 0.5064 -5.4809 -2.4560
H 1.3739 -7.0844 -2.2804
H -2.0968 -5.1033 -0.4869
C -2.5700 -5.5703 3.1732
C -3.9549 -4.8444 2.9735
C -4.5724 -4.3238 4.2987
C -5.7710 -3.4228 4.1478
C -5.4179 -2.3129 3.0668
C -4.7323 -2.7477 1.7390
N -3.6969 -3.7252 2.0371
O -2.7003 -3.8269 1.0989
C -5.7606 -3.1465 0.6995
C -4.0041 -1.4878 1.3626
C -4.9077 -5.7663 2.3338
H -2.7438 -6.3851 3.8760
H -1.7461 -4.9593 3.5420
H -2.2713 -6.0593 2.2459
H -4.6724 -5.0903 5.0672
H -3.8197 -3.6612 4.7258
H -6.1219 -2.8077 4.9764
H -6.6047 -4.0973 3.9525
H -4.7104 -1.6119 3.5098
H -6.3428 -1.7924 2.8182
H -5.2752 -3.6602 -0.1303
H -6.5577 -3.7699 1.1047
H -6.2307 -2.2394 0.3195
H -4.7478 -0.6911 1.3488
H -3.3279 -1.1546 2.1498
H -3.5093 -1.5614 0.3941
H -4.8314 -6.7683 2.7560
H -4.8072 -5.7899 1.2487
H -5.9378 -5.7819 2.6899
H -1.9297 -3.6243 1.6344
C 2.4172 8.8526 -0.4783
C 1.1817 9.4037 -1.2032
C 1.4092 9.5013 -2.6884
C 1.1279 8.1928 -3.4701
C -0.2055 7.5433 -3.1353
C -0.5059 7.4004 -1.5565
N -0.1157 8.5711 -0.7977
O -0.2050 8.6393 0.5348
C -2.0495 7.0528 -1.3718
C 0.3834 6.1710 -1.1709
C 0.9689 10.8274 -0.7393
H 3.2618 9.5332 -0.5858
H 2.8045 7.9368 -0.9250
H 2.2834 8.7640 0.5998
H 0.8382 10.2459 -3.2432
H 2.4883 9.6280 -2.7755
H 1.9713 7.5084 -3.5613
H 0.9866 8.4143 -4.5280
H -0.2523 6.5535 -3.5893
H -0.9484 8.2181 -3.5607
H -2.5279 7.5517 -0.5291
H -2.6934 7.2671 -2.2248
H -2.0932 5.9757 -1.2105
H 1.4489 6.3508 -1.0283
H 0.0679 5.7283 -0.2262
H 0.3465 5.4214 -1.9614
H 1.6293 11.5443 -1.2272
H 1.1336 11.0024 0.3239
H 0.0078 11.1299 -1.1549
H -0.2244 9.5990 0.5473
C -5.1191 3.8737 -5.3614
C -3.6107 4.4175 -5.1284
C -2.6046 3.9182 -6.2383
C -2.6803 4.7518 -7.5410
C -2.5671 6.3037 -7.3030
C -3.6275 6.8440 -6.2829
N -3.6104 5.9277 -5.0293
O -4.5550 6.3832 -4.1396
C -3.1214 8.2443 -5.8758
C -5.0831 7.0189 -6.8679
C -3.0306 3.9071 -3.8125
H -5.6684 3.9329 -4.4218
H -5.1229 2.8491 -5.7332
H -5.4743 4.5544 -6.1351
H -1.6055 3.7266 -5.8471
H -2.9792 2.9530 -6.5792
H -3.6274 4.6196 -8.0641
H -1.8622 4.4335 -8.1871
H -2.8636 6.8675 -8.1875
H -1.5623 6.6484 -7.0585
H -2.1211 8.2309 -5.4430
H -3.2614 8.8687 -6.7582
H -3.7238 8.7713 -5.1359
H -5.8219 7.0416 -6.0667
H -5.2309 7.9008 -7.4911
H -5.1791 6.2076 -7.5895
H -2.0245 4.3146 -3.7136
H -2.7013 2.8684 -3.8407
H -3.5874 4.0798 -2.8915
H -3.9878 6.5707 -3.3881
C -5.3232 1.7927 0.6784
C -6.1283 3.1993 0.3435
C -6.6349 3.0894 -1.0731
C -7.6725 4.0662 -1.5591
C -8.7989 4.0716 -0.4940
C -8.3670 4.2811 0.9448
N -7.2188 3.3401 1.3019
O -6.8596 3.2652 2.6163
C -7.9434 5.7229 1.2409
C -9.6571 3.9288 1.8346
C -5.1163 4.4398 0.5081
H -4.3992 1.7848 1.2565
H -5.1122 1.4155 -0.3222
H -6.0796 1.1293 1.0977
H -5.8023 3.0797 -1.7764
H -7.0826 2.1227 -1.3035
H -8.0896 3.8226 -2.5363
H -7.3798 5.1064 -1.7024
H -9.2663 3.0873 -0.5194
H -9.4037 4.8630 -0.9367
H -7.6344 5.8777 2.2747
H -7.4064 6.2235 0.4353
H -8.8925 6.2561 1.1853
H -9.4255 3.8610 2.8976
H -10.2842 4.8201 1.8105
H -10.3288 3.0709 1.8037
H -5.4212 5.3556 0.0017
H -4.2232 4.1085 -0.0216
H -5.0086 4.7067 1.5594
H -7.6866 2.9019 2.9413
C 2.1446 6.6907 4.8588
C 1.8706 5.8668 3.5513
C 2.9122 4.6207 3.3437
C 2.5967 3.3134 4.0382
C 1.0517 3.0624 3.8601
C 0.0472 4.1996 4.1691
N 0.4379 5.3481 3.4311
O -0.4418 6.4853 3.6237
C -1.2367 3.6601 3.5177
C -0.1960 4.4519 5.7092
C 2.1461 6.7751 2.3056
H 2.1794 6.0323 5.7268
H 3.0271 7.3304 4.8499
H 1.3865 7.4556 5.0274
H 2.8387 4.2933 2.3066
H 3.9539 4.9334 3.4168
H 2.9822 2.4439 3.5058
H 2.7614 3.3800 5.1136
H 0.8842 2.3209 4.6413
H 0.7991 2.5851 2.9132
H -1.5465 2.6627 3.8294
H -1.1684 3.6877 2.4302
H -2.0666 4.2810 3.8551
H -0.1857 5.5257 5.8963
H 0.7019 4.2199 6.2821
H -1.1460 4.1515 6.1510
H 2.0230 6.1471 1.4233
H 1.3285 7.4928 2.2373
H 3.0133 7.4353 2.3229
H -0.5404 6.8621 2.7462
C 2.1978 -4.2436 5.9298
C 2.0764 -4.5991 7.4147
C 3.0338 -5.8705 7.7869
C 3.3757 -6.0631 9.3222
C 3.9324 -4.6988 9.7356
C 3.0104 -3.4241 9.5430
N 2.4772 -3.3655 8.1790
O 1.5308 -2.3371 7.9338
C 1.9656 -3.2454 10.6643
C 3.9739 -2.2063 9.5654
C 0.7115 -5.1006 7.7902
H 1.2964 -4.5262 5.3860
H 2.9943 -4.7214 5.3595
H 2.4585 -3.2314 5.6208
H 2.7051 -6.8581 7.4634
H 4.0023 -5.6543 7.3360
H 4.0892 -6.8827 9.2372
H 2.4562 -6.4039 9.7982
H 4.8790 -4.5885 9.2066
H 4.3015 -4.5626 10.7521
H 1.1352 -2.6659 10.2610
H 1.6789 -4.2647 10.9233
H 2.2110 -2.5595 11.4751
H 4.3172 -2.0710 10.5910
H 4.7883 -2.4163 8.8720
H 3.6088 -1.2811 9.1195
H 0.3572 -5.8920 7.1297
H -0.0033 -4.2813 7.7137
H 0.5215 -5.4590 8.8019
H 2.1552 -1.6422 7.7131
C -0.0889 -3.1496 -4.5204
C -0.2499 -1.9076 -3.5794
C 0.1463 -0.6888 -4.4616
C -1.0002 -0.3546 -5.4983
C -2.3901 -0.0688 -4.7998
C -2.7921 -1.3096 -3.8266
N -1.6026 -1.6910 -3.0103
O -1.9493 -2.4402 -1.9381
C -3.9364 -0.8768 -2.8901
C -3.4054 -2.4583 -4.6484
C 0.7916 -1.9348 -2.4451
H 0.9629 -3.2019 -4.8014
H -0.6702 -3.2461 -5.4374
H -0.2607 -3.9768 -3.8318
H 0.2171 0.1772 -3.8035
H 1.0737 -0.8324 -5.0160
H -1.1460 -1.2573 -6.0916
H -0.7116 0.4943 -6.1180
H -3.1886 0.2996 -5.4437
H -2.4697 0.8102 -4.1601
H -4.2986 -1.7035 -2.2789
H -3.6835 -0.1056 -2.1625
H -4.7107 -0.3080 -3.4049
H -2.8093 -3.0246 -5.3639
H -3.6979 -3.2585 -3.9685
H -4.2054 -2.1383 -5.3161
H 0.6294 -2.8425 -1.8638
H 0.7243 -1.0571 -1.8023
H 1.7663 -2.1714 -2.8718
H -2.1554 -3.2988 -2.3148

The calculation puts the strongest force on any atom at 6.849 eV Å⁻¹. As for the charge: 0. As for the lowest unoccupied orbital energy: 0.248 eV. The value obtained for the molar mass is 1776.7 g/mol. As for the energy above the lowest of the compared OMol25 structures with the same formula, charge and spin: 141.7 kcal/mol. The calculation puts the energy at -152540.09417 eV. The value obtained for the HOMO energy is -7.6 eV. The SMILES is CC1(C)CCCC(C)(C)N1O.CC1(C)CCCC(C)(C)N1O.CC1(C)CCCC(C)(C)N1O.CC1(C)CCCC(C)(C)N1O.CC1(C)CCCC(C)(C)N1O.CC1(C)CCCC(C)(C)N1O.CC1(C)CCCC(C)(C)N1O.CC1(C)CCCC(C)(C)N1O.CC1(C)CCCC(C)(C)N1O.CC1(C)CCCC(C)(C)N1O.C[C@H]1COC(=O)O1.C[C@H]1COC(=O)O1.